# 1
Here is a cluster of 3 separate species, C29H44BN6O10S in total from the OMol25 dataset. Energies are from ωB97M-V/def2-TZVPD.

Properties
Net charge: +1
E_LUMO in eV: -4.22
Maximum force in hartree/bohr: 0.0511
Gap between HOMO and LUMO in eV: 6.76
HOMO level in eV: -10.98

Structure (XYZ):
```
91
C29H44BN6O10S (ωB97M-V/def2-TZVPD)
S -4.8811 2.0551 2.5963
O 4.5979 1.6525 -2.5223
O -0.4293 -4.5198 -1.6114
O -1.6936 -2.7890 -2.7804
O 2.3045 -4.5872 3.1893
O -1.2574 3.4463 -4.1574
O 1.3743 1.1531 4.5438
O 0.8342 2.9257 -4.2348
O 3.4254 2.0875 -4.2727
O 0.7960 -3.1695 2.7973
O -1.3620 -1.3789 3.1753
N -0.3152 2.8444 -4.6381
N 0.2575 -1.3527 5.1541
N 0.1445 1.3290 0.7820
N 3.9159 2.3963 -3.2041
N 1.5712 -4.2316 2.3444
N -2.6786 -3.6718 0.6181
C 2.8838 4.6308 -3.4370
C 3.6773 3.7519 -2.7041
C -0.5665 -3.5618 2.5110
C -4.2838 0.3875 2.0023
C -1.8633 1.8743 -6.2929
C -1.5374 -2.3600 2.1682
C 0.1243 0.6516 -1.5910
C 4.2604 4.1455 -1.5036
C 0.9442 -4.0789 -1.7389
C 2.6833 5.9209 -2.9634
C 3.4686 -0.2022 4.7921
C -2.6053 -0.6667 0.2996
C -2.9354 -3.0687 1.9683
C -2.0796 -1.6605 4.3915
C 0.4763 1.2486 -6.3373
C 0.2322 0.4319 -7.4339
C 3.2716 6.3244 -1.7700
C 2.1357 0.3598 5.4529
C -2.0977 1.0574 -7.3911
C -1.8253 -2.9547 -0.1019
C 0.0472 -1.0936 0.5913
C -1.1461 -1.1290 5.5955
C -1.4433 -1.6535 0.7558
C -1.0513 0.3402 -7.9619
C -0.5746 1.9675 -5.7782
C 4.0560 5.4381 -1.0398
C 0.1217 0.3343 -0.0512
C 1.2430 -0.7977 6.1120
C -2.8587 0.5519 1.2907
B -1.3317 -3.4054 -1.5733
H 1.0462 -3.3500 -2.5869
H -3.8033 2.5624 3.2854
H 1.9799 -1.6304 6.3387
H -0.9367 0.7994 -1.9557
H -3.8369 -2.3904 2.0204
H -2.9609 1.4962 0.6750
H -4.2818 -0.3847 2.8140
H -2.4044 -0.2172 -0.7186
H -3.0945 -4.5677 0.3473
H 0.5730 -1.0139 1.5879
H 3.5848 -1.3143 4.8793
H 3.1188 7.3348 -1.4073
H 0.6395 -1.7934 -0.0569
H -2.6842 2.4287 -5.8561
H -1.3193 -1.7694 6.5152
H 1.7409 1.1215 3.6511
H 2.4566 1.0137 6.3099
H -1.2369 -0.2922 -8.8229
H 4.5110 5.7568 -0.1097
H 1.4804 1.3163 -5.9349
H 3.5458 0.0511 3.6892
H -5.0187 0.1033 1.1925
H -3.0908 -3.8657 2.7414
H 0.7112 -0.0650 -2.2217
H 1.5841 -4.9736 -1.9950
H 1.3802 -3.6442 -0.7999
H -2.2639 -2.7487 4.5914
H 0.6160 1.6631 -1.7104
H 2.4241 4.3327 -4.3660
H 4.3858 0.2693 5.2576
H 4.8733 3.4639 -0.9277
H -3.6023 -1.1931 0.1780
H 0.1670 2.2119 0.2555
H 2.0704 6.6142 -3.5266
H -3.0959 0.9818 -7.8052
H 0.3783 -2.3711 5.2212
H 1.0433 -0.1306 -7.8802
H 0.8125 -0.4950 7.1061
H -3.0199 -1.0489 4.4091
H -1.3221 -0.0396 5.7937
H -0.5250 -4.3819 1.7447
H -0.9624 -4.0440 3.4589
H -1.6643 -3.5115 -3.4386
H -2.0290 0.7418 2.0160
```

Atom charges from the Löwdin analysis, given in e for atoms 1 to 8: 0.672, 0.068, -0.019, 0.176, 0.108, 0.084, -0.063, 0.031



# 2
Here is a cluster of 2 separate species, C29H44BrClF8N4O7PS in total from the OMol25 dataset. Energies are from ωB97M-V/def2-TZVPD.

Properties
Net charge: -1
E_LUMO in eV: 1.68
Maximum force in hartree/bohr: 0.0692
Gap between HOMO and LUMO in eV: 4.35
HOMO level in eV: -2.67

Structure (XYZ):
```
96
C29H44BrClF8N4O7PS (ωB97M-V/def2-TZVPD)
Br 3.4235 0.9507 -0.2049
Cl -0.2219 -5.4198 -2.0936
S -2.1323 -5.9942 1.3037
P 1.7309 -4.8386 -1.6870
F 0.8642 4.1558 3.3794
F 2.1240 4.9186 -1.1996
F 2.6895 4.9350 4.2383
F 3.1918 6.5000 2.2255
F 2.2645 7.0593 -0.9294
F 1.1984 6.7689 3.0006
F 0.5118 6.8756 0.7114
F 0.5615 4.7316 0.7374
O -5.7996 -0.6070 0.5094
O -0.3498 -2.3303 -2.4573
O 2.3764 -1.4452 0.4209
O 2.4886 -5.1064 -3.1313
O -3.3012 1.8703 3.8692
O 2.5095 2.2615 2.7234
O 0.9245 0.0126 -0.7014
N 1.0517 -2.1175 -2.4551
N 2.4049 -1.9527 -6.4418
N -1.3126 0.8556 -0.0865
N -2.8379 -1.4218 -1.3857
C -1.7126 -4.3278 0.6579
C 1.5243 -2.8387 -6.0198
C 0.1517 -2.5899 0.5436
C 1.5010 -2.1042 -3.7999
C -4.6264 3.7901 4.3143
C 2.3720 -1.1644 -4.2310
C 1.3795 1.8140 1.9718
C 1.8093 -2.9326 -1.5042
C 1.0515 -2.9809 -4.7568
C 1.4056 0.3131 1.7286
C -3.4292 3.1808 3.5488
C 1.9628 5.9415 2.2858
C 1.3235 5.8194 0.8677
C -0.9538 -1.2349 -3.1264
C -4.4383 -1.0547 0.5010
C 2.8226 -1.1067 -5.5148
C 2.0716 4.6114 3.0689
C -2.1533 3.9456 3.9693
C -0.2522 0.4294 -0.3767
C -3.7943 -0.4938 -0.7571
C 1.5826 -2.5572 -0.0002
C 2.3733 5.8813 -0.2947
C -3.7496 -0.5097 1.7396
C -0.2624 -4.0111 0.9872
C 1.8406 -0.1841 0.3511
C 3.3180 -2.6695 -1.7735
C -2.3198 -0.7461 -2.5752
C 2.9067 3.5431 2.3599
C 4.2917 -3.4443 -0.8715
H 0.3244 -3.7325 -4.4995
H 3.5202 -1.6051 -1.7614
H 2.9097 3.7141 1.2789
H -4.7415 4.8669 4.0978
H 4.3656 -4.4911 -1.1408
H 0.1871 -2.0294 1.4772
H 1.8077 -5.3045 -3.7875
H -1.9584 3.8463 5.0405
H 3.4041 5.7755 0.0370
H -0.2818 -0.3773 -3.0966
H -3.3149 0.4487 -0.5103
H -2.2367 5.0243 3.7438
H -0.6073 -2.0948 -0.0556
H 5.2743 -3.0256 -1.0911
H -4.1908 -0.9203 2.6479
H -0.2105 -4.0617 2.0726
H -3.5952 3.4400 2.4685
H -3.3579 -2.2367 -1.6878
H -6.0963 -0.6438 1.4223
H -1.9186 -4.2664 -0.3975
H -2.6874 -0.7567 1.7579
H 0.4484 -0.0875 2.0537
H -5.5577 3.2966 4.0267
H -2.2257 0.3078 -2.3485
H 3.9371 3.6794 2.6802
H -2.0515 -6.7224 0.1789
H 2.7283 -0.4311 -3.5201
H 2.0263 -3.4080 0.5126
H -4.4970 3.6808 5.3941
H -1.0845 -1.4494 -4.1889
H 3.5847 -3.0134 -2.7696
H -1.2923 3.5631 3.4269
H 0.4184 -4.7801 0.6263
H 1.2103 2.3967 1.0701
H -4.4414 -2.1482 0.4863
H -4.6019 -0.2640 -1.4645
H 4.1389 -3.2818 0.1890
H -3.8119 0.5745 1.7802
H -2.3164 -3.6542 1.2498
H 1.1375 -3.5243 -6.7667
H 3.5202 -0.3269 -5.7766
H -3.0590 -0.8216 -3.3816
H 2.1477 -0.0884 2.4129
H 0.4975 2.0008 2.5848
```

Atom charges from the Löwdin analysis, given in e for atoms 1 to 8: 0.829, 0.324, 0.693, 0.702, 0.151, 0.094, 0.120, 0.138



# 3
Here is a structure of composition C29H44BrClN2O3PS3Ta from the OMol25 dataset. Energies are from ωB97M-V/def2-TZVPD.

Properties
Net charge: +1
E_LUMO (spin up / spin down) in eV: -3.12 / -2.86
Spin multiplicity: 2
Maximum force in hartree/bohr: 0.0346
Gap between HOMO and LUMO (spin up / spin down) in eV: 7.02 / 7.49
HOMO level (spin up / spin down) in eV: -10.14 / -10.35
Energy above the lowest of the compared OMol25 structures with the same formula, charge and spin in kcal/mol: 26.7

Structure (XYZ):
```
85
C29H44BrClN2O3PS3Ta (ωB97M-V/def2-TZVPD)
Ta -0.7159 0.7727 -1.2535
Br -0.4913 1.0633 2.3313
Cl -6.7748 -0.3176 2.8635
S 1.4391 2.1896 -0.8097
S -0.9042 2.4208 -3.4136
S -2.1318 -0.5554 -2.8669
P -0.9875 0.5634 -4.0771
O -1.3881 0.3862 -5.5715
O -0.0500 -0.5136 -0.1433
O 0.4476 -0.0917 -3.8767
N 1.7881 3.6332 1.3854
N 0.2037 4.4410 -0.0458
C 1.7590 0.8462 -5.7832
C -5.2708 -0.0181 0.6318
C 0.9027 -2.4731 -1.8061
C -3.5210 1.2146 -6.3964
C 1.9276 -2.3633 5.7112
C -2.2841 2.1525 -0.3537
C 0.5260 -1.1819 0.9161
C 0.1407 5.2050 2.2521
C 1.1015 3.5173 0.2595
C 1.7121 0.5129 -4.3121
C -4.6759 1.3534 2.5107
C 1.1921 -2.3926 0.7661
C 0.9268 -1.1798 3.3125
C 1.5768 -2.4043 3.2052
C -3.6492 1.9118 1.7612
C 3.6770 -3.3034 4.2113
C -5.4821 0.3858 1.9394
C 1.5566 4.6774 2.3997
C 1.4414 -3.1612 -0.5506
C 0.4180 -0.5938 2.1754
C -3.3972 1.5211 0.4485
C -4.2364 0.5501 -0.1000
C 2.1645 -3.1337 4.4123
C -0.1008 5.5951 0.8087
C 0.7702 -4.5421 -0.4570
C -2.0232 1.4065 -6.4040
C 1.6891 -2.9617 1.9371
C 2.9575 -3.3295 -0.7430
C 1.5064 -4.5149 4.5365
H -0.0179 6.0591 2.9082
H -3.0289 2.6817 2.2166
H 2.2895 5.4757 2.2854
H -3.7668 0.1551 -6.4772
H 2.4446 -0.2482 -4.0621
H 0.5323 6.4373 0.5267
H -1.7369 2.3852 -6.0234
H -4.8548 1.6686 3.5317
H 3.4553 -2.3559 -0.7791
H 0.9864 1.5617 -6.0658
H 4.1142 -3.8069 5.0785
H 3.1528 -3.8494 -1.6854
H -1.7986 2.9383 0.2311
H 3.9036 -3.9051 3.3260
H 0.4260 -4.4214 4.6810
H -0.1785 -2.3545 -1.7831
H 2.3336 -2.9350 6.5486
H 1.9217 -5.0493 5.3956
H -0.2615 4.3320 -0.9293
H 1.1453 -3.0925 -2.6722
H -0.5660 4.4208 2.5350
H 2.4270 -1.3890 5.7016
H -0.3044 -4.4416 -0.2822
H -2.7004 2.6152 -1.2546
H 2.7254 1.3111 -5.9899
H 0.8607 -2.2084 5.9038
H -5.9141 -0.7710 0.1915
H 0.7971 -0.6809 4.2636
H 3.4151 -3.9122 0.0576
H 1.8884 1.3901 -3.6968
H 0.9140 -5.0859 -1.3950
H 1.6613 -0.0463 -6.4027
H 1.1872 -5.1509 0.3470
H 1.3659 -1.4978 -1.9674
H -3.9715 1.6119 -5.4858
H -4.0865 0.2345 -1.1272
H 4.1671 -2.3317 4.0962
H 2.4433 2.8922 1.5733
H 2.2028 -3.9124 1.8455
H -1.1370 5.8802 0.6418
H -1.5948 1.2776 -7.3913
H -3.9585 1.7315 -7.2527
H 1.6777 -5.1273 3.6469
H 1.6983 4.2252 3.3785
```

Atom charges from the Löwdin analysis, given in e for atoms 1 to 8: 1.152, 0.916, 0.670, 0.607, 0.348, 0.408, -0.162, -0.300



# 4
Here is a cluster of 3 separate species, C29H44F8IN2O7 in total from the OMol25 dataset. Energies are from ωB97M-V/def2-TZVPD.

Properties
Net charge: +1
E_LUMO in eV: -4.15
Maximum force in hartree/bohr: 0.0158
Gap between HOMO and LUMO in eV: 6.56
HOMO level in eV: -10.71

Structure (XYZ):
```
91
C29H44F8IN2O7 (ωB97M-V/def2-TZVPD)
I -5.0467 0.6312 0.5447
F 7.2162 3.4434 -0.4176
F 8.5355 1.5362 -1.6266
F 5.4478 0.8741 1.1566
F 5.9066 1.8774 -1.2094
F 6.9436 2.1334 2.1335
F 8.9553 1.5359 0.5107
F 8.5251 -0.9437 -1.1683
F 7.8123 -0.7143 0.8932
O -5.9731 2.5043 -3.2673
O -1.5977 1.1853 1.3239
O 4.3070 2.9900 2.4701
O -0.2347 -4.2811 -0.8204
O -0.4761 -7.0517 -1.7970
O 0.1483 0.3808 0.1596
O -6.9138 2.4245 -6.0564
N -1.6438 -0.9749 3.1593
N 1.4375 -0.1096 4.9068
C 7.6808 -0.2700 -0.3811
C 6.0575 2.0931 1.1140
C -1.2590 -4.7618 -1.6838
C 4.5309 0.1752 3.8729
C -0.3927 0.6513 1.1994
C -5.9623 3.3419 -5.5479
C -5.1657 2.7426 -4.4105
C 1.5543 0.9385 2.7985
C 5.3798 -0.5575 3.4559
C -3.5826 2.1882 0.4295
C -3.9945 3.3061 -0.5262
C 2.1284 0.6398 4.0372
C 0.2767 -7.5197 -0.6939
C -0.3995 -0.3975 3.4696
C 0.2799 0.4077 2.5345
C -1.4981 -2.2718 2.4041
C 2.2685 1.7953 1.7740
C -1.5649 -6.2211 -1.4347
C -8.2377 2.6785 -5.6210
C 8.0272 1.2450 -0.4083
C 2.9001 3.0900 2.3099
C -2.3978 -2.3440 1.1663
C 1.0260 -4.1744 -1.4600
C -6.3461 1.1458 -3.1144
C 6.8005 2.1721 -0.2384
C 5.0446 3.2058 1.2850
C 3.5176 1.0265 4.4889
C 0.2300 -0.6421 4.6688
C -2.2063 1.6341 0.0924
H -5.0780 3.3763 -0.6020
H 2.4941 3.3499 3.2884
H -0.4574 -2.3877 2.0989
H -4.6863 1.8157 -4.7409
H -2.1595 -4.1712 -1.4852
H 1.2984 -5.1029 -1.9661
H -3.6415 4.2679 -0.1522
H -5.4804 0.5382 -2.8291
H 2.6628 3.9349 1.6590
H -7.0821 1.0978 -2.3139
H 3.0180 1.1708 1.2820
H -8.6282 3.5929 -6.0795
H -6.7861 0.7406 -4.0286
H 1.8847 -0.3250 5.7903
H -2.2875 0.8025 -0.6047
H -3.5291 2.5848 1.4419
H 6.6498 -0.4451 -0.6931
H -4.3794 3.4478 -4.1188
H -1.8355 -6.3752 -0.3849
H -2.4212 -6.5112 -2.0510
H -5.2777 3.5946 -6.3636
H 5.5850 4.1518 1.3618
H 6.2216 -1.0654 3.0431
H -1.7698 -2.4122 0.2770
H 1.5652 2.0647 0.9944
H 3.7367 2.0791 4.3318
H 1.7665 -3.9605 -0.6901
H 1.1621 -8.0130 -1.0901
H -1.5948 2.4284 -0.3391
H 4.4084 3.2597 0.3975
H -3.6264 3.1327 -1.5378
H -8.8514 1.8383 -5.9401
H -0.1951 -1.2647 5.4430
H -6.4513 4.2637 -5.2179
H 0.5878 -6.6992 -0.0410
H -2.1440 -1.1628 4.0196
H -1.7118 -3.0921 3.0909
H -0.2986 -8.2464 -0.1107
H 1.0250 -3.3545 -2.1858
H -0.9799 -4.6104 -2.7302
H -3.0459 -1.4759 1.0706
H -2.9973 -3.2533 1.1911
H -8.2939 2.7690 -4.5332
H 3.5793 0.8682 5.5718
```

Atom charges from the Löwdin analysis, given in e for atoms 1 to 8: 0.941, 0.162, 0.152, 0.094, 0.150, 0.148, 0.168, 0.126



# 5
Here is a structure of composition C29H44F9LiN5O9P from the OMol25 dataset. Energies are from ωB97M-V/def2-TZVPD.

Properties
Net charge: +1
E_LUMO (spin up / spin down) in eV: -3.56 / -10.43
Spin multiplicity: 2
Maximum force in hartree/bohr: 0.1134
Gap between HOMO and LUMO (spin up / spin down) in eV: 8.89 / 2.01
HOMO level (spin up / spin down) in eV: -12.45 / -12.45

Structure (XYZ):
```
98
C29H44F9LiN5O9P (ωB97M-V/def2-TZVPD)
P -0.1326 -0.2772 0.7597
F 0.5899 0.4259 -0.5118
F -0.8102 -0.4144 5.8382
F 1.1802 0.2533 1.6505
F -1.3301 -0.7730 -0.1975
F -0.9488 1.1352 1.0647
F -0.7404 -0.5981 -4.6984
F 0.6634 2.4198 -2.3603
F 0.6907 -1.6537 0.3728
F -0.7681 -0.9874 2.0633
O 2.5558 4.1875 -4.1123
O 1.9721 0.0060 5.4781
O 2.6919 1.2198 7.3159
O 1.7982 3.7700 -6.2455
O -3.2386 -2.0996 -3.0139
O 1.6093 2.2385 -4.4409
O 0.4392 1.2850 6.5462
O -2.9518 -0.5938 -4.4731
O -5.1495 -1.2572 -3.9226
N 0.1398 2.9200 3.3880
N -0.6842 -5.4754 -1.5547
N 3.6992 -1.5300 2.0892
N -4.1742 3.7633 0.2312
N 1.9886 -3.4287 -1.4163
C -0.9394 4.0484 1.3112
C 2.6315 -3.0155 -5.3620
C -0.2836 3.4350 2.4604
C -3.0988 -3.4385 2.1072
C -5.3195 -0.9395 0.5635
C -1.0215 -5.1216 -0.5170
C 2.1092 -4.8673 -3.5655
C 4.1302 -0.6585 2.6815
C 1.9910 3.4660 -5.0825
C -2.6305 -3.7230 0.6510
C 1.8067 0.8334 6.5367
C 1.8244 2.2717 -3.0390
C 1.3491 4.9423 0.4367
C 3.3084 2.3959 2.3652
C 4.7488 0.4875 3.3437
C -1.7371 -0.6706 -3.8512
C 1.7974 -4.1487 -4.8882
C -5.4480 0.6179 0.3763
C 2.0340 -4.0890 -2.3722
C -1.4106 -4.6292 0.7784
C 0.9380 0.2838 4.5829
C -4.3221 1.2927 1.0815
C -4.1938 2.6608 0.5876
C -1.8195 -2.1027 -3.3416
C -3.8862 -1.2756 -3.8003
C 4.7701 1.9122 2.6572
C 2.6300 3.5438 -2.9264
C -0.2452 0.7374 5.4173
C -0.1130 5.3135 0.7976
Li 2.6358 -2.0623 -0.1210
H 2.7999 1.8255 1.5879
H 1.9749 5.2101 1.2880
H -1.6531 -2.7869 -4.1736
H -0.6550 5.7236 -0.0546
H 3.0934 -5.3343 -3.6012
H -0.4597 -4.2183 1.1176
H -5.5189 0.7895 -0.6978
H 1.6435 5.6379 -0.3492
H -5.1007 -1.1246 1.6151
H 2.3992 1.4058 -2.7103
H -0.0737 6.1068 1.5440
H -6.3921 0.8995 0.8428
H 1.9759 -4.8212 -5.7272
H -4.6318 -1.4050 -0.1425
H -3.4582 -4.2608 0.1887
H 1.4461 -5.7270 -3.4686
H -1.5326 0.0392 -3.0497
H 4.2520 0.4680 4.3137
H -3.7494 -2.5647 2.0690
H 5.2808 1.8301 1.6977
H -6.2658 -1.3752 0.2427
H -2.3085 -3.3942 2.8565
H 3.6727 3.2645 -2.7749
H -1.5545 -5.4793 1.4453
H -0.9905 3.3223 0.4999
H 2.4709 -2.2085 -4.6471
H 0.6394 -0.5874 3.9998
H -2.4095 -2.8353 0.0584
H 3.6966 -3.1553 -5.5468
H -1.1981 -2.2731 -2.4624
H -3.8602 -4.1820 2.3429
H -0.9425 1.3095 4.8053
H -4.4124 1.5309 2.1413
H 0.7195 -3.9900 -4.9185
H 2.4603 -2.7338 -6.4009
H 2.5787 4.2793 -2.1236
H 3.3748 3.4204 1.9992
H 5.2716 2.6126 3.3251
H -3.3957 0.8326 0.7376
H 1.6067 3.9171 0.1707
H 1.2925 1.0234 3.8650
H 2.7493 2.4624 3.2985
H -1.9376 4.3666 1.6119
H 5.7758 0.1430 3.4648
```

Atom charges from the Löwdin analysis, given in e for atoms 1 to 8: 0.266, -0.166, 0.111, -0.210, -0.139, -0.170, 0.113, 0.061



> What is the maximum force in the fifth record?

0.1134 hartree/bohr